Entry 1:
{
  "formula": "C42H105F12N7O14P2Sr",
  "method": "wB97M-V/def2-TZVPD",
  "species": ["Sr", "P", "F", "F", "F", "F", "F", "F", "P", "F", "F", "F", "F", "F", "F", "C", "O", "C", "C", "N", "C", "C", "O", "C", "H", "H", "H", "H", "H", "H", "H", "H", "H", "H", "H", "H", "H", "H", "H", "C", "O", "C", "C", "N", "C", "C", "O", "C", "H", "H", "H", "H", "H", "H", "H", "H", "H", "H", "H", "H", "H", "H", "H", "C", "O", "C", "C", "N", "C", "C", "O", "C", "H", "H", "H", "H", "H", "H", "H", "H", "H", "H", "H", "H", "H", "H", "H", "C", "O", "C", "C", "N", "C", "C", "O", "C", "H", "H", "H", "H", "H", "H", "H", "H", "H", "H", "H", "H", "H", "H", "H", "C", "O", "C", "C", "N", "C", "C", "O", "C", "H", "H", "H", "H", "H", "H", "H", "H", "H", "H", "H", "H", "H", "H", "H", "C", "O", "C", "C", "N", "C", "C", "O", "C", "H", "H", "H", "H", "H", "H", "H", "H", "H", "H", "H", "H", "H", "H", "H", "C", "O", "C", "C", "N", "C", "C", "O", "C", "H", "H", "H", "H", "H", "H", "H", "H", "H", "H", "H", "H", "H", "H", "H"],
  "positions_angstrom": [[17.630, -6.636, 7.897], [18.379, -3.472, 6.639], [18.600, -5.012, 6.040], [19.208, -2.898, 5.341], [17.050, -3.337, 5.757], [18.040, -1.989, 7.255], [17.489, -4.175, 7.790], [19.723, -3.437, 7.585], [15.193, -5.198, 10.825], [15.943, -5.856, 9.480], [14.736, -3.814, 10.044], [13.801, -5.961, 10.357], [14.427, -4.566, 12.123], [15.555, -6.611, 11.656], [16.630, -4.526, 11.166], [9.169, -5.598, 10.517], [9.322, -6.355, 9.353], [10.695, -6.695, 9.094], [10.797, -7.449, 7.729], [10.991, -8.895, 7.885], [10.761, -9.667, 6.653], [11.064, -11.166, 6.862], [10.379, -11.678, 8.042], [11.152, -12.659, 8.689], [8.127, -5.600, 10.837], [9.320, -4.539, 10.303], [9.786, -5.842, 11.382], [11.125, -7.173, 9.974], [11.209, -5.737, 9.010], [11.706, -7.160, 7.201], [9.847, -7.283, 7.222], [10.279, -9.259, 8.502], [11.539, -9.361, 5.955], [9.816, -9.352, 6.210], [12.154, -11.163, 6.867], [10.727, -11.692, 5.970], [10.436, -13.399, 9.048], [11.755, -12.228, 9.488], [11.685, -13.281, 7.969], [12.715, -1.487, 12.205], [13.562, -0.253, 12.505], [12.724, 0.849, 12.936], [13.491, 1.831, 13.858], [14.711, 2.216, 13.157], [14.423, 3.081, 12.049], [15.644, 3.443, 11.259], [16.424, 2.287, 10.874], [17.684, 2.738, 10.250], [12.770, -2.279, 12.952], [12.937, -1.981, 11.259], [11.632, -1.371, 12.169], [11.896, 0.443, 13.518], [12.273, 1.376, 12.096], [13.716, 1.434, 14.848], [12.794, 2.662, 13.965], [15.008, 2.857, 13.880], [14.140, 4.050, 12.463], [13.639, 2.856, 11.325], [16.214, 4.267, 11.689], [15.265, 3.942, 10.367], [17.999, 1.778, 9.841], [18.241, 3.010, 11.146], [17.686, 3.455, 9.429], [12.168, -2.953, 7.766], [11.897, -1.597, 7.405], [11.992, -1.197, 5.994], [13.363, -1.529, 5.283], [14.423, -0.566, 5.601], [15.678, -0.785, 4.846], [15.728, -0.002, 3.505], [16.955, -0.341, 2.750], [18.195, -0.299, 3.486], [13.232, -3.173, 7.677], [11.480, -3.608, 7.232], [11.944, -2.993, 8.832], [11.799, -0.136, 5.838], [11.177, -1.708, 5.481], [13.148, -1.381, 4.225], [13.639, -2.584, 5.276], [14.650, -0.595, 6.585], [15.844, -1.804, 4.497], [16.589, -0.512, 5.379], [15.970, 1.015, 3.814], [14.863, 0.016, 2.842], [18.207, -1.091, 4.236], [18.403, 0.679, 3.919], [18.938, -0.663, 2.777], [19.612, -4.969, 10.885], [19.079, -6.145, 10.256], [19.610, -7.420, 10.573], [18.548, -8.476, 10.459], [18.498, -8.924, 9.037], [17.555, -10.031, 8.843], [16.081, -9.581, 9.168], [15.569, -8.571, 8.296], [14.189, -8.485, 8.347], [19.410, -4.070, 10.303], [20.694, -5.004, 11.007], [19.138, -4.923, 11.866], [19.928, -7.356, 11.614], [20.535, -7.655, 10.046], [17.666, -8.117, 10.990], [19.027, -9.267, 11.036], [19.333, -9.459, 8.846], [17.905, -10.900, 9.401], [17.596, -10.476, 7.848], [15.913, -9.286, 10.203], [15.408, -10.439, 9.178], [13.648, -8.723, 7.431], [13.932, -7.473, 8.662], [13.656, -9.078, 9.090], [15.383, -8.512, 17.901], [14.803, -8.754, 16.639], [14.350, -7.577, 15.963], [14.607, -7.789, 14.488], [13.715, -8.889, 14.082], [14.135, -9.246, 12.688], [13.408, -10.447, 12.131], [13.484, -11.478, 13.076], [13.031, -12.627, 12.347], [14.538, -8.608, 18.583], [15.812, -7.533, 18.117], [16.116, -9.290, 18.114], [14.845, -6.693, 16.366], [13.295, -7.514, 16.230], [15.669, -8.028, 14.448], [14.392, -6.893, 13.905], [12.870, -8.336, 14.101], [15.174, -9.408, 12.402], [13.955, -8.434, 11.983], [13.847, -10.762, 11.184], [12.339, -10.301, 11.973], [12.069, -12.482, 11.856], [12.976, -13.510, 12.984], [13.785, -12.888, 11.604], [21.078, -6.424, 7.115], [19.864, -7.067, 6.845], [20.088, -8.003, 5.743], [18.823, -8.896, 5.585], [17.522, -8.328, 5.928], [17.174, -7.424, 4.767], [15.825, -6.897, 4.874], [15.773, -6.114, 6.094], [14.658, -5.249, 6.150], [21.054, -5.950, 8.096], [21.213, -5.718, 6.295], [21.783, -7.255, 7.101], [20.946, -8.676, 5.751], [20.383, -7.318, 4.949], [18.916, -9.679, 6.337], [18.852, -9.441, 4.641], [16.841, -9.056, 5.763], [17.343, -7.942, 3.824], [17.834, -6.573, 4.602], [15.021, -7.625, 4.773], [15.741, -6.257, 3.995], [14.684, -4.681, 7.080], [13.723, -5.810, 6.181], [14.470, -4.680, 5.240], [15.149, -1.780, 14.612], [15.954, -1.074, 13.632], [17.176, -1.747, 13.334], [18.107, -1.098, 12.302], [17.360, -0.460, 11.198], [16.519, -1.442, 10.443], [15.649, -0.718, 9.405], [14.945, 0.304, 10.043], [13.956, 0.902, 9.159], [14.241, -1.267, 14.930], [15.651, -1.794, 15.580], [15.023, -2.850, 14.446], [16.983, -2.817, 13.266], [17.878, -1.699, 14.167], [18.861, -1.748, 11.858], [18.738, -0.342, 12.768], [18.124, -0.005, 10.718], [15.839, -1.901, 11.161], [17.220, -2.120, 9.957], [15.016, -1.506, 8.996], [16.099, -0.398, 8.465], [13.424, 1.619, 9.785], [13.266, 0.114, 8.859], [14.341, 1.371, 8.254]],
  "mulliken_charge": [-0.264, 1.968, -0.546, -0.455, -0.378, -0.312, -0.913, -0.399, 2.090, -0.191, -0.480, -0.322, -0.410, -0.251, -0.553, -0.762, -0.485, -0.163, -0.784, -0.053, -0.835, -0.343, -0.372, -0.669, 0.325, 0.274, 0.294, 0.350, 0.016, 0.179, 0.661, 0.261, 0.259, 0.514, 0.243, 0.333, 0.331, 0.136, 0.343, -0.928, 0.196, -0.765, -1.033, -0.148, -0.701, -1.181, 0.212, -0.845, 0.338, 0.047, 0.517, 0.571, 0.303, 0.363, 0.441, 0.302, 0.500, 0.355, 0.546, 0.360, 0.055, 0.381, 0.307, -0.023, -0.388, -0.996, 0.360, -0.190, -0.165, -0.698, -0.416, -0.225, -0.186, 0.539, 0.061, 0.341, 0.469, 0.522, -0.445, 0.186, 0.026, 0.322, 0.364, 0.300, -0.110, 0.284, 0.262, -1.149, 0.706, -1.154, -0.292, 0.028, -1.639, -0.188, 0.436, -0.306, 0.112, 0.538, 0.316, 0.586, 0.295, -0.201, 0.486, 0.314, 0.654, 0.355, -0.028, 0.452, 0.088, -0.106, 0.258, -0.804, -0.259, -0.779, -0.003, -0.380, 0.068, -0.188, -0.413, -0.776, 0.296, 0.319, 0.237, 0.453, 0.322, 0.247, 0.039, 0.303, 0.181, -0.025, -0.014, 0.352, 0.264, 0.353, 0.289, -1.071, 0.846, -1.257, -0.956, -0.175, -0.719, -1.122, 1.108, -1.770, 0.111, 0.294, 0.373, 0.613, 0.568, 0.195, 0.567, 0.287, 0.643, 0.080, 0.340, 0.431, 0.197, 0.421, 0.552, -0.844, -0.122, -0.548, -0.895, 0.082, 0.197, -0.210, 0.568, -0.734, 0.184, 0.436, 0.198, 0.348, 0.369, 0.227, 0.525, 0.210, -0.329, 0.053, -0.594, 0.164, 0.069, 0.194, 0.226],
  "homo_lumo_gap_ev": 6.27,
  "energy_ev": -136376.1852,
  "lumo_ev": -0.72
}

***

Entry 2:
{
  "formula": "C15H42N2O2Si2",
  "method": "wB97M-V/def2-TZVPD",
  "species": ["C", "C", "O", "C", "Si", "O", "Si", "H", "H", "H", "H", "H", "H", "H", "H", "H", "H", "H", "H", "C", "C", "N", "C", "C", "C", "C", "H", "H", "H", "H", "H", "H", "H", "H", "H", "H", "H", "H", "H", "H", "H", "C", "C", "N", "C", "C", "C", "C", "H", "H", "H", "H", "H", "H", "H", "H", "H", "H", "H", "H", "H", "H", "H"],
  "positions_angstrom": [[2.106, -2.259, 0.159], [1.866, -1.023, -0.714], [1.271, 0.054, -0.020], [-0.077, 0.336, -0.373], [-1.269, -0.748, 0.620], [-2.799, -0.735, -0.020], [-3.106, -1.517, -1.447], [1.917, -1.987, 1.196], [3.126, -2.616, 0.065], [1.408, -3.060, -0.076], [2.848, -0.679, -1.044], [1.320, -1.282, -1.624], [-0.260, 1.367, -0.066], [-0.235, 0.291, -1.455], [-0.739, -2.128, 0.602], [-1.262, -0.244, 2.006], [-2.932, -0.557, -2.558], [-2.157, -2.635, -1.630], [-4.495, -2.000, -1.392], [-3.945, 1.432, 3.315], [-3.944, 0.220, 4.232], [-2.745, 0.125, 5.042], [-2.584, -1.163, 5.689], [-3.621, -1.585, 6.738], [-2.443, 1.291, 5.854], [-3.502, 1.765, 6.859], [-3.036, 1.453, 2.711], [-4.800, 1.385, 2.640], [-4.016, 2.372, 3.863], [-3.992, -0.681, 3.614], [-4.868, 0.230, 4.834], [-1.588, -1.193, 6.139], [-2.570, -1.920, 4.898], [-3.505, -1.037, 7.672], [-3.496, -2.644, 6.969], [-4.641, -1.445, 6.381], [-2.221, 2.121, 5.179], [-1.504, 1.096, 6.379], [-4.497, 1.803, 6.414], [-3.257, 2.773, 7.198], [-3.549, 1.130, 7.743], [5.354, 1.274, -6.686], [4.067, 0.523, -6.378], [4.023, 0.006, -5.023], [2.959, -0.953, -4.804], [1.510, -0.464, -4.929], [4.223, 0.986, -3.969], [3.268, 2.186, -3.904], [6.223, 0.658, -6.455], [5.387, 1.529, -7.746], [5.431, 2.205, -6.125], [3.993, -0.333, -7.054], [3.212, 1.178, -6.613], [3.097, -1.400, -3.815], [3.106, -1.774, -5.514], [1.217, 0.155, -4.081], [0.833, -1.321, -4.950], [1.342, 0.104, -5.844], [5.243, 1.367, -4.056], [4.201, 0.455, -3.014], [3.121, 2.643, -4.883], [3.688, 2.950, -3.247], [2.292, 1.919, -3.502]],
  "mulliken_charge": [-1.368, 0.362, -0.439, -0.289, 0.405, -0.098, 0.350, 0.311, 0.383, 0.327, 0.069, 0.159, 0.304, 0.224, -0.150, -0.137, -0.129, -0.131, -0.142, -1.380, -0.485, 0.212, -0.669, -1.011, -0.753, -0.958, 0.238, 0.415, 0.346, 0.485, 0.275, 0.409, 0.320, 0.216, 0.417, 0.271, 0.371, 0.392, 0.250, 0.371, 0.262, -1.431, -0.347, 0.127, -0.676, -0.852, -0.605, -0.879, 0.338, 0.435, 0.293, 0.452, 0.259, 0.320, 0.400, -0.014, 0.393, 0.376, 0.369, 0.216, 0.270, 0.392, 0.156],
  "homo_lumo_gap_ev": 8.84,
  "energy_ev": -39066.8447,
  "lumo_ev": 0.78,
  "de_lowest_ev": 1.345
}